[1]
Entry from the OMol25 dataset: a structure of composition C50H57N2O4P3RuSi (the ωB97M-V functional and the def2-TZVPD basis).

```
118
Properties=species:S:1:pos:R:3
Ru 0.11658 -0.56530 0.60877
C -0.98501 2.25412 3.09590
Si -0.42613 1.72243 1.39569
C -1.91849 1.86960 0.22689
C -2.25182 3.03279 -0.46530
C -3.41909 3.11958 -1.20879
C -4.28185 2.03308 -1.29482
C -3.97819 0.86661 -0.61613
C -2.80774 0.78306 0.13342
P -2.44919 -0.62531 1.20906
C -4.00082 -1.04068 2.04395
C -4.75491 -0.00499 2.60267
C -5.86154 -0.29503 3.38124
C -6.21958 -1.61668 3.62397
C -5.47039 -2.64769 3.07848
C -4.36129 -2.36481 2.29154
C -1.95150 -2.15976 0.34375
C -2.57748 -2.64061 -0.81368
C -2.19356 -3.85730 -1.34167
C -1.15842 -4.59078 -0.76099
C -0.50228 -4.11150 0.35466
C -0.90247 -2.89533 0.91148
C 1.10654 2.70384 0.87122
C 1.04396 4.10012 0.94985
C 2.13381 4.90321 0.64933
C 3.33138 4.31688 0.26090
C 3.42575 2.93735 0.18674
C 2.33611 2.12684 0.50411
P 2.56232 0.30669 0.39153
C 3.65078 -0.21933 1.73856
C 4.41204 0.66207 2.50054
C 5.22020 0.18028 3.52027
C 5.28091 -1.18209 3.77676
C 4.53276 -2.06766 3.01304
C 3.71784 -1.58700 2.00014
C 3.54760 0.08899 -1.11215
C 3.00610 0.53880 -2.31799
C 3.74034 0.41611 -3.48594
C 5.00755 -0.15419 -3.46010
C 5.54068 -0.60656 -2.26301
C 4.81292 -0.48544 -1.08651
H -1.51896 3.20437 3.00439
H -0.16261 2.37906 3.79912
H -1.67898 1.51934 3.51160
H -1.58745 3.88954 -0.43415
H -3.66391 4.04070 -1.72309
H -5.18808 2.09957 -1.88167
H -4.65273 0.02084 -0.66667
H -4.48310 1.02859 2.42005
H -6.44730 0.51152 3.80195
H -7.08422 -1.83972 4.23430
H -5.75098 -3.67722 3.25703
H -3.78997 -3.17871 1.86244
H -3.34917 -2.05869 -1.29465
H -2.69961 -4.24359 -2.21627
H -0.87042 -5.54168 -1.18984
H 0.29861 -4.67755 0.81055
H -0.48704 -2.58639 1.87881
H 0.11791 4.57860 1.25099
H 2.04831 5.97991 0.71259
H 4.18777 4.93103 0.01627
H 4.35850 2.48795 -0.13488
H 4.36114 1.72660 2.31687
H 5.80099 0.87104 4.11678
H 5.91130 -1.55427 4.57311
H 4.57745 -3.12992 3.21240
H 3.13074 -2.28467 1.41015
H 2.01792 0.98300 -2.34778
H 3.31863 0.76117 -4.42032
H 5.57659 -0.24626 -4.37562
H 6.52595 -1.05243 -2.23824
H 5.23918 -0.84569 -0.15830
C -2.94461 -0.94856 6.29607
C -1.65373 -0.79788 5.56740
C -0.43843 -0.25843 5.92772
C 0.37842 -0.37755 4.78618
N -0.28168 -0.94766 3.78649
N -1.51127 -1.19734 4.28967
C 1.78931 0.07799 4.62854
H -2.77099 -0.96267 7.36984
H -3.44684 -1.87689 6.02114
H -3.61936 -0.12092 6.07121
H -0.17468 0.16319 6.88211
H -2.21804 -1.62370 3.71530
H 2.25913 0.21835 5.60094
H 1.84616 1.02936 4.09459
H 2.37790 -0.65477 4.07569
C -0.71104 -2.70943 -4.71043
C 0.58686 -2.10332 -4.20503
C 1.16059 -2.86499 -3.01887
C 1.61312 -2.01139 -5.32334
O 0.38217 -0.71233 -3.81551
P -0.59084 -0.09784 -2.72188
O -2.01068 -0.46546 -2.84084
O 0.04285 -0.45382 -1.34243
O -0.25128 1.44532 -2.84025
C -0.43890 2.31696 -4.02110
C -1.69687 1.93313 -4.78231
C 0.80199 2.24228 -4.89924
C -0.56217 3.71356 -3.43535
H -0.53340 -3.74544 -5.00435
H -1.06981 -2.16188 -5.58251
H -1.48878 -2.67717 -3.95236
H 1.37761 -3.89193 -3.31833
H 0.46259 -2.89207 -2.18399
H 2.08571 -2.39403 -2.68164
H 1.84711 -3.00816 -5.69882
H 2.53549 -1.55526 -4.95552
H 1.22822 -1.41583 -6.15089
H -1.60254 0.95603 -5.25421
H -1.87472 2.67469 -5.56300
H -2.55789 1.90575 -4.11564
H 0.96501 1.24006 -5.28104
H 1.68064 2.56008 -4.33614
H 0.68131 2.92309 -5.74375
H -1.50363 3.82768 -2.90324
H -0.52194 4.45672 -4.23198
H 0.26108 3.90200 -2.74417
```

**Expectation value of S²**: 8.77
**E_HOMO (alpha / beta)**: -8.411 / -11.004 eV
**HOMO-LUMO gap (alpha / beta)**: 6.469 / 6.885 eV
**Total charge**: +1
**Spin multiplicity**: 6
**Energy above the lowest of the compared OMol25 structures with the same formula, charge and spin**: 0.0 kcal/mol

[2]
Entry from the OMol25 dataset: a structure of composition C50H58CrN2O6S2 in a non-equilibrium geometry (the ωB97M-V functional and the def2-TZVPD basis).

```
119
Properties=species:S:1:pos:R:3
Cr 11.46874 15.50261 11.37794
C 11.76882 16.68690 7.76774
O 11.85777 15.78268 8.86264
C 12.79697 14.73553 8.77027
C 14.19510 14.95427 8.77908
C 14.88995 16.23662 9.15275
C 14.29760 17.36056 9.98460
C 14.47098 18.64549 9.42544
C 14.11131 19.80204 10.06067
C 13.49474 19.64343 11.31684
C 13.13084 18.40119 11.83324
C 12.31910 18.16634 13.10162
C 10.86130 17.68874 13.07672
C 10.03094 18.43309 14.01962
C 8.83754 17.92392 14.50084
C 8.40718 16.60120 14.20145
C 9.23354 15.71243 13.56518
C 8.47765 14.34562 13.22864
C 9.08335 13.24502 12.38482
C 8.98654 11.87109 12.68657
C 9.47353 10.87184 11.85470
C 10.00812 11.23376 10.59780
C 10.15546 12.54788 10.23581
C 10.76047 12.99242 8.85992
C 12.23588 13.39526 8.63449
C 13.09461 12.40137 8.15118
C 14.47166 12.63206 8.01029
C 14.96805 13.83634 8.49764
C 15.42809 11.54279 7.54386
C 14.66541 10.43707 6.76461
C 16.49507 12.19443 6.60842
C 16.13139 10.95525 8.76852
C 9.72552 13.56251 11.16130
O 9.70283 14.79810 10.71912
C 9.41950 9.34910 12.32576
C 9.22823 9.24105 13.84221
C 10.76623 8.72932 11.94490
C 8.19321 8.68984 11.63256
C 10.54208 16.13986 13.35736
O 11.60705 15.42843 13.91499
C 11.38428 14.63730 15.04063
C 7.91545 18.86318 15.32528
C 8.64604 20.16425 15.66515
C 7.50249 18.20275 16.64824
C 6.58055 19.20061 14.52314
C 13.60361 17.19799 11.17306
O 13.39716 16.00111 11.65923
C 14.43174 21.12063 9.33844
C 15.93264 21.38774 9.57865
C 13.96853 21.15324 7.87997
C 13.61011 22.17121 10.17892
H 12.73192 17.26393 7.52697
H 11.02196 17.39768 8.13860
H 11.41035 16.20281 6.88325
H 15.16846 16.77349 8.25550
H 15.78858 15.94514 9.73192
H 15.01191 18.73689 8.45636
H 13.21938 20.55741 11.89721
H 12.24516 19.15428 13.53471
H 12.80175 17.46204 13.76053
H 10.40941 19.46186 14.28368
H 7.39275 16.34573 14.54897
H 7.65364 14.80029 12.63414
H 8.02354 14.03862 14.18444
H 8.36591 11.53414 13.53432
H 10.36050 10.40197 9.92947
H 10.21302 13.82412 8.45351
H 10.67157 12.09272 8.18932
H 12.74562 11.40910 8.08463
H 16.03396 13.89656 8.61369
H 14.06328 10.89143 5.96144
H 13.99334 9.85626 7.44030
H 15.41408 9.75178 6.32222
H 16.05938 12.88069 5.87916
H 17.03910 11.41459 6.10749
H 17.30509 12.75364 7.15386
H 15.42666 10.32451 9.33559
H 16.50210 11.70758 9.41334
H 16.89348 10.26912 8.47613
H 10.04916 9.72109 14.41145
H 9.29202 8.17743 14.12619
H 8.25007 9.67073 14.11890
H 11.59892 9.13368 12.48049
H 11.01191 8.78762 10.90129
H 10.70470 7.69051 12.18672
H 7.33778 9.06323 12.16744
H 8.21670 7.63346 11.89469
H 8.09972 8.94297 10.57205
H 11.50873 13.63035 14.75926
H 10.45368 14.88257 15.57416
H 12.16985 14.90143 15.75916
H 9.49094 19.95276 16.31739
H 7.94006 20.82437 16.18738
H 8.97414 20.71068 14.75669
H 8.38173 17.93347 17.29864
H 6.91896 17.29630 16.49996
H 6.91575 18.89905 17.29881
H 6.82501 19.25290 13.44333
H 6.24338 20.23464 14.83361
H 5.74575 18.49352 14.65831
H 16.54988 20.83685 8.94516
H 16.19787 21.23483 10.64647
H 16.15035 22.47956 9.39564
H 14.74789 20.77101 7.22446
H 13.86399 22.21242 7.46311
H 13.01824 20.67235 7.77451
H 14.01719 22.31920 11.18876
H 12.55899 21.86304 10.15773
H 13.61995 23.14358 9.67377
S 15.50369 14.07772 12.22598
C 14.16226 13.27492 12.59780
S 12.59751 13.30652 11.79686
C 14.29918 12.12246 13.43430
C 13.12666 11.44520 13.91198
N 12.19460 10.92163 14.35448
C 15.44958 11.36650 13.69013
N 16.36108 10.71494 13.97561
O 10.87405 17.22585 10.74813
O 10.30055 18.05252 11.79455
```

**Expectation value of S²**: 6.40
**E_HOMO (alpha / beta)**: -2.034 / -1.886 eV
**HOMO-LUMO gap (alpha / beta)**: 6.066 / 4.434 eV
**Total charge**: -2
**Spin multiplicity**: 5
**Energy above the lowest of the compared OMol25 structures with the same formula, charge and spin**: 36.4 kcal/mol

[3]
Entry from the OMol25 dataset: a structure of composition C50H58MoN2O4S2Se (the ωB97M-V functional and the def2-TZVPD basis).

```
118
Properties=species:S:1:pos:R:3
Mo -2.03288 0.01374 -0.58223
C -0.13387 -4.71141 5.00259
C 0.21512 -3.25073 5.28898
C 1.71703 -3.16322 5.59299
C -0.58682 -2.78066 6.50978
C -0.11854 -2.34391 4.10536
C -0.75088 -2.81483 2.95714
C -1.03798 -1.93023 1.93583
Se -1.84483 -2.47997 0.29527
C -0.22352 -2.85740 -0.64810
C 0.46124 -4.01520 -0.31780
C 1.68915 -4.27836 -0.90334
C 2.18734 -3.34021 -1.80914
C 1.52983 -2.16759 -2.17617
C 0.28471 -1.97035 -1.57549
O -0.48512 -0.82053 -1.94552
C 2.15923 -1.16215 -3.13809
C 1.25795 -0.97307 -4.36337
C 2.38483 0.15967 -2.38435
C 3.52592 -1.63076 -3.64565
C 2.49635 -5.53620 -0.59441
C 3.88247 -5.13528 -0.07212
C 1.81433 -6.40377 0.46396
C 2.64770 -6.35531 -1.88290
C -0.71099 -0.58115 2.04276
O -1.12487 0.21625 0.98694
C -0.06051 -0.05432 3.15513
C 0.20063 -0.99150 4.16318
C 0.36997 1.39563 3.39318
C -0.48103 1.97062 4.53505
C 0.22810 2.31863 2.18044
C 1.85368 1.40676 3.79686
H 0.14968 -5.32637 5.85641
H 0.40275 -5.09530 4.13175
H -1.20461 -4.85491 4.84395
H 1.96424 -3.83513 6.41563
H 2.02000 -2.15944 5.89226
H 2.31362 -3.45484 4.72666
H -0.36230 -3.41228 7.37026
H -1.66054 -2.83407 6.32179
H -0.34017 -1.75305 6.78123
H -1.02072 -3.85681 2.85942
H 0.03564 -4.69989 0.40193
H 3.14658 -3.54382 -2.25942
H 0.26902 -0.60596 -4.10163
H 1.14211 -1.91491 -4.90171
H 1.70694 -0.24863 -5.04626
H 1.45112 0.61666 -2.05762
H 2.90520 0.86552 -3.03579
H 3.01303 -0.00773 -1.50687
H 3.45902 -2.55683 -4.21850
H 4.24206 -1.77088 -2.83445
H 3.93093 -0.86762 -4.31092
H 3.80441 -4.53762 0.83825
H 4.44880 -4.56226 -0.80688
H 4.46111 -6.03036 0.15891
H 1.68432 -5.86520 1.40617
H 2.43122 -7.27791 0.67112
H 0.83963 -6.76668 0.13130
H 3.18594 -5.80071 -2.65270
H 1.67548 -6.64051 -2.28821
H 3.21074 -7.26668 -1.67829
H 0.68603 -0.63169 5.05988
H -1.53719 2.00067 4.25947
H -0.16022 2.98896 4.76099
H -0.38684 1.38134 5.44677
H -0.80961 2.45152 1.87460
H 0.80637 1.95262 1.32951
H 0.61914 3.29998 2.45603
H 2.03192 0.89882 4.74319
H 2.19184 2.43710 3.91591
H 2.47287 0.93034 3.03481
C 1.42576 7.54346 -0.69342
C 0.61544 6.36830 -1.14491
C -0.15231 6.42585 -2.30610
C -0.90516 5.33979 -2.72062
C -0.88614 4.18389 -1.95070
C -0.12409 4.09178 -0.78893
C 0.61667 5.18522 -0.39559
S -1.79214 2.80922 -2.50077
O -0.74143 1.77773 -3.01415
O -2.72323 3.20286 -3.49970
N -2.38920 1.99126 -1.26964
C -3.53380 2.60958 -0.65478
C -3.88681 3.93121 -0.70936
C -5.05455 4.39915 -0.06294
C -5.87053 3.55145 0.62417
C -5.53501 2.17802 0.69840
C -6.32977 1.22638 1.36929
C -5.95799 -0.09335 1.39201
C -4.77162 -0.46459 0.75648
N -3.99222 0.40533 0.12662
C -4.36283 1.72170 0.07032
H 1.27958 8.40259 -1.34402
H 2.48828 7.29590 -0.68548
H 1.15112 7.83037 0.32230
H -0.16186 7.33317 -2.89557
H -1.50058 5.38869 -3.62255
H -0.12529 3.18638 -0.19586
H 1.20687 5.13204 0.51101
H -3.29665 4.65383 -1.25230
H -5.29181 5.45128 -0.13423
H -6.77043 3.90534 1.10842
H -7.24053 1.55125 1.85712
H -6.55237 -0.84560 1.88850
H -4.44511 -1.49540 0.75265
S -2.03535 -1.17838 -2.62217
C -0.08710 2.16367 -4.24493
C 1.10065 2.85751 -4.16430
C 1.74405 3.16070 -5.35762
C 1.19057 2.76745 -6.56807
C -0.01132 2.07305 -6.60364
C -0.67330 1.76159 -5.42444
H 1.51569 3.13912 -3.20454
H 2.67971 3.70267 -5.33900
H 1.70005 3.00344 -7.49230
H -0.43691 1.77390 -7.55159
H -1.61026 1.22252 -5.41879
```

**E_HOMO (alpha / beta)**: -13.507 / -13.423 eV
**HOMO-LUMO gap (alpha / beta)**: 6.975 / 6.938 eV
**Total charge**: +2
**Spin multiplicity**: 1
**Energy above the lowest of the compared OMol25 structures with the same formula, charge and spin**: 11.2 kcal/mol

[4]
Entry from the OMol25 dataset: a structure of composition C50H60N3O2SSbSnTe (the ωB97M-V functional and the def2-TZVPD basis).

```
119
Properties=species:S:1:pos:R:3
Sn -0.16636 0.10891 0.80650
C 4.04269 0.35228 1.88260
C 3.21773 0.67835 3.12863
C 4.00479 1.58520 4.08246
C 1.89808 1.32741 2.77507
C 0.68867 0.87824 3.31763
C -0.52179 1.55414 3.07213
C -0.54639 2.72536 2.30045
C -1.80035 3.53552 2.13509
C 0.66326 3.15024 1.74521
C 1.84950 2.46831 1.96897
H 4.95347 -0.17795 2.16012
H 4.35111 1.26561 1.37150
H 3.48721 -0.26750 1.17056
H 2.99610 -0.25148 3.66100
H 4.25118 2.53464 3.60453
H 4.93873 1.10564 4.37325
H 3.43864 1.79915 4.98831
H 0.69901 0.04196 4.00685
H -1.42742 1.21343 3.56430
H -2.53911 3.02868 1.51255
H -1.58050 4.49976 1.68253
H -2.26706 3.71681 3.10374
H 0.67757 4.06538 1.16532
H 2.76692 2.86687 1.55408
Te -0.90918 -2.78268 1.39892
C -1.91728 -2.81293 3.23923
C -3.10462 -3.53552 3.29511
C -3.77161 -3.64399 4.51001
C -3.25117 -3.04412 5.64746
C -2.06320 -2.32488 5.58130
C -1.39445 -2.20051 4.37334
C 0.89834 -3.69523 1.94844
C 1.98458 -2.92382 2.35658
C 3.17778 -3.54383 2.70476
C 3.28193 -4.92845 2.64527
C 2.19641 -5.69412 2.23848
C 1.00150 -5.08166 1.88103
H -3.50790 -4.02123 2.41538
H -4.68899 -4.21405 4.56688
H -3.76704 -3.14394 6.59278
H -1.65501 -1.86931 6.47384
H -0.45764 -1.66424 4.32894
H 1.89482 -1.84751 2.43309
H 4.01918 -2.95095 3.03905
H 4.20618 -5.41287 2.92987
H 2.27394 -6.77281 2.21220
H 0.15880 -5.68894 1.57407
C -5.43448 0.57349 3.71352
C -4.75533 -0.63423 3.08167
C -4.74777 -0.58654 1.55696
S -3.65921 0.72792 0.96682
O -2.30639 0.00082 0.69018
C -4.30324 1.08343 -0.66869
C -4.29405 -0.07613 -1.67080
C -5.62303 -0.81467 -1.80030
H -5.43574 0.49285 4.79873
H -6.47295 0.65261 3.38974
H -4.92894 1.50863 3.45989
H -5.27932 -1.54951 3.36459
H -3.73177 -0.75270 3.44645
H -5.74035 -0.37970 1.15593
H -4.36304 -1.50234 1.10108
H -3.69250 1.92713 -1.00051
H -5.30810 1.47186 -0.47573
H -3.48825 -0.77060 -1.41536
H -4.02560 0.34643 -2.64009
H -5.88505 -1.36176 -0.89629
H -5.57753 -1.54129 -2.61026
H -6.43606 -0.12406 -2.02487
C 1.01882 -0.51968 -8.31020
C -0.18861 -0.24303 -7.67934
C -0.19934 0.33346 -6.41980
C 1.02040 0.61662 -5.80009
C 2.23918 0.33893 -6.42603
C 2.22764 -0.23349 -7.68963
Sb 1.10778 1.52052 -3.96082
C -0.36926 2.80950 -3.34708
C 0.05116 3.90160 -2.58622
C -0.87749 4.86820 -2.22475
C -2.19842 4.74657 -2.63099
C -2.60839 3.65983 -3.39614
C -1.69528 2.68597 -3.76710
C 3.01671 2.07289 -3.40249
C 3.52070 1.73689 -2.14539
C 4.80260 2.15299 -1.81341
C 5.55089 2.90741 -2.70852
C 5.03237 3.25503 -3.94732
C 3.75839 2.83787 -4.30604
H 1.01601 -0.95708 -9.29961
H -1.12224 -0.46393 -8.17843
H -1.14521 0.55937 -5.94483
H 3.18493 0.56725 -5.94897
H 3.16073 -0.44443 -8.19420
H 1.08960 4.01881 -2.30093
H -0.56199 5.73518 -1.65948
H -2.91160 5.51937 -2.37572
H -3.63439 3.59375 -3.73416
H -2.01694 1.86160 -4.38801
H 2.93862 1.16345 -1.43774
H 5.22297 1.88742 -0.85261
H 6.54719 3.22987 -2.43698
H 5.61797 3.84944 -4.63522
H 3.36467 3.11480 -5.27705
C 2.87690 -4.24769 -3.71526
N 2.27444 -3.08974 -3.05557
C 1.73985 -1.93686 -3.74829
C 1.33336 -1.09425 -2.56737
O 0.71251 0.05517 -2.64875
N 1.60398 -1.65188 -1.43529
C 2.20822 -2.86259 -1.75254
N 2.66943 -3.65485 -0.81251
H 2.44803 -4.34538 -4.70911
H 2.63476 -5.15412 -3.16273
H 3.95774 -4.13512 -3.79635
H 0.88173 -2.18416 -4.38004
H 2.49843 -1.44921 -4.37170
H 2.52405 -3.41604 0.15993
H 3.12833 -4.52798 -1.02406
```

**E_HOMO**: -17.596 eV
**HOMO-LUMO gap**: 7.717 eV
**Total charge**: +4
**Spin multiplicity**: 1
**Energy above the lowest of the compared OMol25 structures with the same formula, charge and spin**: 0.0 kcal/mol